No. 1
Entry from the Open Molecules 2025 dataset: a 6-piece molecular cluster, C32H61N2O6P overall at a distorted geometry (ωB97M-V/def2-TZVPD).

Properties
- HOMO level (hartree) = -0.3090
- Kohn-Sham gap (eV) = 8.83

Last column: Mulliken charge in e.
Atoms and positions in Å:
N 2.367 -2.922 -0.945  -0.4581
H -5.533 0.697 -6.616  0.2744
H -3.465 -1.232 1.870  0.1751
O -0.772 0.505 6.062  -0.3396
O -0.006 5.392 2.823  -0.4258
H -6.713 1.232 -4.551  0.3307
C -1.526 -0.601 5.544  0.0108
H -1.466 2.071 7.229  0.2537
C 1.975 -1.009 2.627  -0.5930
C 1.129 4.248 4.558  0.4160
C 6.552 -0.808 -3.742  -0.1216
H -0.839 -2.006 -6.075  0.4495
C -0.227 4.729 4.074  -0.4093
H -1.225 -4.003 -1.778  0.2958
H 6.441 -0.398 -4.769  0.2814
H 5.602 -0.588 -3.212  0.2052
H 7.664 -2.561 -4.416  0.3674
O 4.390 -2.453 -4.281  -0.2347
C 3.221 -3.227 -4.199  0.4596
H -3.150 0.218 8.337  0.3550
C -4.383 0.564 2.624  -0.3641
H 0.721 0.388 -5.976  0.3059
C -1.406 0.982 7.256  -0.5490
C 2.776 -3.785 -5.551  -0.4084
H 0.981 -1.906 -6.341  0.4613
O -4.845 0.167 3.923  -0.3775
O 3.711 0.506 2.071  -0.4536
H -0.783 0.688 8.108  0.2728
H -0.848 -1.413 5.274  0.2802
P 0.366 -2.772 -4.107  -0.1897
H -0.936 -1.063 -2.766  0.3085
C 1.712 0.313 3.327  -0.1664
H -6.501 -1.080 1.980  0.2888
C 5.567 -3.226 -4.072  -0.4586
H -4.529 -0.451 0.692  0.2799
H 3.644 -1.407 1.275  0.2883
C 2.295 -2.581 -2.012  -0.4410
H -0.998 0.210 -5.601  -0.1272
H -1.935 -2.534 -1.049  0.2958
H -5.506 -2.535 2.138  0.3409
H -0.663 5.455 4.768  0.2788
H -2.042 -0.261 4.639  -0.0464
C 3.075 0.976 3.265  -0.2272
H 5.465 -3.970 -3.244  0.3225
H 2.446 -0.261 0.644  0.0726
C -4.400 -0.677 1.750  -0.3033
C 0.012 -0.159 -5.317  -0.6147
C -2.774 0.322 7.319  -0.5276
C -2.514 -1.001 6.623  -0.4774
H -5.685 2.647 -4.287  0.2674
C -5.402 -1.153 3.831  -0.3379
C -5.235 1.629 -6.128  -0.5928
C -0.956 -2.166 -2.940  -0.2279
H 8.736 -0.519 -3.377  0.3063
H 7.675 -0.394 -1.938  0.3065
C -1.035 -2.930 -1.578  -1.0271
C 2.061 5.297 3.978  -0.6420
H -0.938 3.912 3.934  0.2019
H -3.412 -1.471 6.224  0.1650
H 7.728 0.986 -3.077  0.3540
H -4.705 -1.847 4.316  0.1738
C 7.764 -0.119 -3.013  -1.2076
H -1.926 -2.347 -3.461  0.2859
H -0.183 -2.755 -0.899  0.2405
H -5.620 2.460 -6.717  0.3452
H 0.163 0.076 -4.248  0.2843
H -3.361 2.699 -5.877  0.2668
H -3.386 1.002 2.710  0.1984
C -5.707 1.629 -4.685  -0.5405
C -4.641 0.784 -4.007  -0.4033
H 2.322 -1.290 -3.741  0.4749
H 1.187 4.161 5.643  0.3937
H 1.078 -1.482 2.226  0.2984
C 0.143 -1.709 -5.648  -0.6166
H -6.354 -1.188 4.363  0.3138
C 1.401 5.594 2.642  -0.4255
C -5.548 -1.467 2.352  -0.6800
C 2.963 -0.601 1.548  -0.1893
N 2.469 -4.356 -6.467  -0.4327
H -3.498 0.906 6.745  0.2398
H 1.583 6.614 2.299  0.2890
C -3.725 1.669 -5.963  -0.3996
H 2.051 6.192 4.607  0.3273
H 1.744 4.900 1.867  0.2474
H 0.985 0.898 2.754  0.2483
H 3.011 2.066 3.242  -0.0216
H 5.826 -3.830 -4.974  0.2475
H 3.383 -4.088 -3.510  0.4806
H 3.093 4.963 3.877  0.3519
H 1.336 0.205 4.345  0.1385
H -4.888 -0.282 -4.060  0.2734
C 2.100 -2.351 -3.495  0.3082
H 2.448 -1.709 3.322  0.3092
H -5.067 1.328 2.242  0.3068
H 1.356 3.271 4.125  -0.6022
O -3.425 0.991 -4.736  -0.3365
H 7.170 -2.602 -2.700  0.3017
H 3.699 0.682 4.116  0.2764
H -4.491 1.055 -2.961  0.2152
H -2.043 -1.701 7.320  0.3414
C 6.825 -2.346 -3.725  -0.7324
H -3.200 1.183 -6.788  0.2798

---

No. 2
Entry from the Open Molecules 2025 dataset: one molecule with the formula C4H7NO at a distorted geometry (ωB97M-V/def2-TZVPD).

Properties
- HOMO level (hartree) = -0.3018
- Kohn-Sham gap (eV) = 9.21

Last column: Mulliken charge in e.
Atoms and positions in Å:
C 1.868 -0.248 0.763  -1.0395
C 0.675 0.474 0.200  0.8946
N -1.448 0.507 -1.010  -0.3177
O 0.503 1.689 0.332  -0.6778
H 1.572 -1.251 1.088  0.3204
C -1.516 -0.678 -0.136  -0.1555
C -0.172 -0.373 -0.612  -0.7562
H -1.346 1.424 -0.567  0.3255
H 2.304 0.317 1.586  0.3309
H -1.138 0.379 -1.962  0.3959
H -2.114 -1.502 -0.522  0.2165
H 2.614 -0.375 -0.029  0.2643
H -1.804 -0.364 0.870  0.1985

---

No. 3
Entry from the Open Molecules 2025 dataset: a 2-piece molecular cluster, C2HClNO2 overall at a distorted geometry (ωB97M-V/def2-TZVPD).

Properties
- HOMO level (spin up / spin down) (hartree) = -0.1037 / -0.0862
- total charge = -1
- 2S+1 = 3
- ⟨S²⟩ = 2.015
- Kohn-Sham gap (spin up / spin down) (eV) = 6.70 / 6.18

Last column: Mulliken charge in e.
Atoms and positions in Å:
H 0.577 -1.356 -0.286  0.1266
C 1.071 0.780 -0.233  0.7111
N -2.137 -0.380 0.901  -0.2304
C 0.447 -0.380 0.155  -0.4536
O 1.202 1.797 -0.853  -0.6273
Cl -2.838 -0.653 -0.518  -0.0883
O 1.677 0.192 0.834  -0.4383

---

No. 4
Entry from the Open Molecules 2025 dataset: C45H37BrCl4N7O3ReS2 as an isolated structure (ωB97M-V/def2-TZVPD).

Properties
- HOMO level (hartree) = -0.4719
- total charge = +2
- Kohn-Sham gap (eV) = 5.82

Last column: Mulliken charge in e.
Atoms and positions in Å:
C -0.134 -0.263 -4.941  -0.2362
C 2.053 3.869 -1.595  0.5932
H 2.843 -1.743 -5.324  0.4162
C -5.488 2.652 -1.731  -0.9482
C 0.155 -6.057 1.786  0.9096
Br -2.553 -1.784 -5.002  -0.0658
C -0.913 -2.236 -0.713  -0.1977
H 0.354 -6.577 3.860  0.4907
C 0.669 -5.183 -2.911  -0.9551
O -2.590 1.417 2.618  -0.5828
C -1.393 -2.996 1.277  -1.1148
H -1.753 -4.515 -1.683  0.5252
C 1.727 -5.037 3.255  0.4000
H -1.690 -3.709 2.028  0.5059
H 3.006 -3.555 2.390  0.5110
C -4.150 2.362 -1.545  -0.1163
H -0.333 -4.982 -3.312  0.2791
H -0.010 -0.543 -5.979  0.4708
H 3.394 4.216 1.986  0.5341
C -0.159 5.741 4.134  1.1243
H 0.646 2.534 4.942  0.5192
H -3.405 2.724 -2.242  0.4577
C 0.158 3.366 4.452  -0.1017
H 3.992 4.491 -2.247  0.4905
H -7.473 2.417 -0.965  0.4360
H 1.072 3.539 1.602  -0.0136
C 3.035 4.088 0.973  -0.6944
C -2.377 1.315 -0.304  0.4720
C 3.089 0.475 2.618  -0.5835
H -0.560 3.266 -1.727  0.9318
C 0.592 -5.276 0.722  -0.7573
C -3.756 1.599 -0.430  0.5643
H 0.829 -6.264 -2.925  0.5476
H 0.748 -2.494 -3.925  0.2866
N 0.163 7.013 4.446  -0.4628
N -0.474 0.449 -2.279  -0.0880
H 1.298 1.496 -2.442  0.7909
H -2.200 -5.209 -0.124  0.5322
H 4.905 4.627 0.049  0.4431
C -1.487 4.179 2.857  -0.2218
Cl 2.429 -4.886 4.826  -0.1988
H 4.626 -0.111 1.228  0.5554
H -2.276 3.978 2.142  0.5897
C 2.195 -4.249 2.215  -1.1313
O -0.766 0.586 4.098  -0.6573
C -6.426 2.186 -0.817  -0.3913
H -2.271 -0.582 -2.344  0.7453
H 1.650 0.938 -4.823  0.6643
C 2.862 -5.042 -4.165  0.4813
C 0.588 0.881 -2.976  -0.5065
C 1.076 0.864 1.755  0.4271
C 1.727 3.701 0.752  0.4229
N 1.465 0.634 0.487  -0.3216
N -0.702 -1.213 0.106  0.1083
C -0.199 3.053 -0.719  -1.6897
C 3.376 4.242 -1.394  -0.6713
C 1.694 -4.483 -3.733  -0.8680
C -4.707 1.124 0.485  -0.0945
N 1.812 0.827 2.828  -0.4234
H 3.039 0.094 -0.734  0.6850
C -0.826 3.120 3.487  -0.5679
C 3.594 0.176 1.363  -1.1881
C -1.237 -0.703 -4.220  -0.4642
N -1.316 -3.322 -0.054  0.5081
H 1.244 4.857 5.518  0.3803
O 0.778 -4.699 -1.570  0.0432
H -5.802 3.242 -2.581  0.4499
C 3.876 4.331 -0.107  -0.7579
H -1.666 6.296 2.687  0.3699
C 0.708 -5.953 3.052  -0.8324
C 1.625 -4.376 0.960  0.2043
H -0.668 -2.281 -1.760  0.1572
C 2.670 -2.710 -4.878  -0.5280
C 1.207 3.531 -0.538  -0.2797
N -0.304 1.203 1.692  -0.4720
H -6.782 1.077 0.986  0.4499
Cl -1.140 -7.197 1.557  -0.1771
Cl 1.444 3.968 -3.233  -0.1509
H -0.943 -1.116 2.274  0.7245
H 0.805 7.214 5.191  0.2055
H 1.995 -3.780 0.136  0.5195
H -0.219 -6.399 -0.905  0.8377
H -0.862 3.608 -0.044  0.6833
C -1.031 -1.694 1.374  -0.6335
S -1.258 1.503 3.125  1.1944
H -0.350 7.786 4.061  0.2041
C -0.059 -5.349 -0.637  -0.3651
Cl 3.404 -6.639 -3.878  -0.1880
C -1.383 -0.319 -2.903  -0.6506
C 0.784 0.552 -4.304  -1.0937
H 3.722 0.437 3.497  0.5999
C -6.039 1.429 0.283  -0.9982
C 0.491 4.660 4.766  -0.9584
C -1.152 5.472 3.166  -0.9483
C 1.597 -3.126 -4.155  0.5108
C -1.433 -4.646 -0.650  -1.5656
H -4.389 0.539 1.335  0.5570
S 3.828 -3.956 -5.072  -0.1805
Re -0.657 1.032 -0.175  2.9352
C 2.727 0.278 0.286  -0.3519

---

No. 5
Entry from the Open Molecules 2025 dataset: C28H35ClLaN9 as an isolated structure at a distorted geometry (ωB97M-V/def2-TZVPD).

Properties
- HOMO level (hartree) = -0.4898
- total charge = +2
- Kohn-Sham gap (eV) = 8.26

Last column: Mulliken charge in e.
Atoms and positions in Å:
C -4.585 1.600 0.902  -0.9025
H -0.628 -2.756 3.027  0.4372
H 5.365 1.554 -2.092  0.4227
H 2.751 -1.545 2.460  0.3703
C -2.016 2.300 1.317  -0.3168
C 5.211 2.251 -5.494  0.9148
H 1.871 1.998 1.392  0.2364
C 2.924 0.294 1.367  -0.6498
C -3.999 -2.135 -1.815  -0.9928
H 6.449 2.688 -3.779  0.3190
La -0.087 0.253 -0.372  1.3261
H -4.865 -0.279 -0.578  0.1587
H 1.513 -3.169 2.286  0.5024
C -1.366 -2.598 -1.447  -0.2138
H -2.726 3.968 2.439  0.4856
C 3.725 -0.526 -4.114  0.0950
C 2.797 -1.225 1.423  -0.9168
C 2.608 -1.341 -4.133  -1.1326
H 1.115 -1.101 3.538  0.3188
C -3.524 0.855 0.367  0.5063
H -5.608 1.293 0.715  0.4678
C 5.574 2.114 -4.065  -0.5941
C 5.731 2.940 -7.700  -0.1655
Cl -1.458 1.211 -2.687  -0.1493
H 2.509 -2.134 -4.862  0.4584
H -0.181 -0.154 4.203  0.5431
N -3.876 -0.241 -0.410  0.1032
H -1.419 -0.529 2.395  0.3310
H -1.275 -2.543 1.409  0.3160
H -5.127 3.302 2.068  0.4278
H -5.051 -1.913 -1.953  0.4772
N -2.255 1.190 0.583  0.3733
C -0.292 2.259 -1.731  -0.8986
C 3.726 2.037 -7.198  -0.1446
N 4.531 2.555 -8.123  -0.5273
C -2.078 -3.497 -2.188  -1.3678
N -1.898 -1.493 -0.869  0.7374
H 0.659 -3.652 0.853  0.4762
C -0.453 -2.268 2.066  -0.7936
C -3.437 -3.242 -2.391  -0.5788
H 1.974 -2.226 -0.138  0.3602
H 0.698 -1.718 -3.229  0.3869
H 3.723 -1.641 1.027  0.5206
N 1.623 -1.777 0.698  -0.2851
H 7.099 3.140 -6.045  0.3617
C 1.600 -1.116 -3.214  -0.2692
C 4.961 1.436 -3.094  -0.9880
C -2.986 3.085 1.870  -0.9743
C 3.806 0.512 -3.187  -0.3992
C 0.397 -0.320 3.294  -0.8370
N 4.001 1.861 -5.909  -0.3351
H -0.867 3.140 -1.452  0.5460
C 1.128 0.978 2.955  -1.0016
H 2.738 1.732 -7.529  0.4044
H -1.596 -4.370 -2.607  0.4849
H 6.398 3.362 -8.443  0.3996
C 0.879 -2.792 1.485  -0.9294
H 3.665 0.590 2.114  0.4511
H -0.969 2.576 1.432  0.4133
H 0.443 1.818 3.069  0.4079
H 1.933 1.124 3.681  0.3719
N 1.650 1.023 1.571  0.1834
C -3.205 -1.284 -1.032  0.4837
H 3.307 0.585 0.389  0.0527
C 2.755 0.637 -2.297  -0.2782
H -4.040 -3.911 -2.992  0.4357
C -4.316 2.715 1.653  -0.5560
N -0.465 -0.800 2.193  -0.1467
N 1.667 -0.150 -2.292  0.3180
H 2.764 1.457 -1.581  0.8851
H 4.529 -0.682 -4.822  0.5462
H 0.452 2.579 -2.456  0.5580
H -0.304 -2.760 -1.274  0.6281
C 6.122 2.811 -6.376  -0.6596

---

No. 6
Entry from the Open Molecules 2025 dataset: a 5-piece molecular cluster, C16H28Cl2O12 overall at a distorted geometry (ωB97M-V/def2-TZVPD).

Properties
- HOMO level (hartree) = -0.3847
- Kohn-Sham gap (eV) = 10.95

Last column: Mulliken charge in e.
Atoms and positions in Å:
C 7.692 18.311 -1.486  0.8388
C 3.555 21.501 0.640  -0.1132
O 8.354 17.800 -2.504  -0.3739
C 8.336 27.048 -2.479  0.6860
H 10.467 17.442 -0.863  0.3087
H 9.867 18.043 -3.797  0.3500
H 7.218 25.640 -4.674  -0.0145
O 8.923 27.064 -1.451  -0.5299
H 4.063 20.544 0.785  0.0675
O 10.820 21.344 -2.164  -0.6521
H 3.175 21.823 1.607  0.3363
H 5.755 18.625 0.235  0.3658
H 1.592 21.986 -0.279  0.3080
O 8.114 18.962 -0.561  -0.5526
H 8.895 23.167 -1.041  0.3189
H 14.552 19.987 0.380  0.3748
H 5.548 19.779 -1.117  -0.0319
C 5.506 18.726 -0.820  -0.4315
C 4.152 22.546 -1.279  0.6577
H 5.829 27.543 -4.272  0.2947
H 2.134 20.299 -0.480  0.2846
O 6.397 17.988 -1.639  -0.3782
O 7.128 27.621 -2.685  -0.3367
H 7.149 28.688 -4.459  0.2389
O 8.773 26.435 -3.610  -0.3178
O 4.412 22.456 0.056  -0.3167
C 7.144 21.058 -3.792  0.5364
O 10.136 21.798 -0.055  -0.4142
H 6.279 23.020 -3.863  0.3167
H 4.498 18.377 -1.027  0.2931
H 10.829 16.466 -2.259  0.3827
C 9.707 18.235 -2.735  0.3374
C 7.194 22.513 -4.157  -0.2469
O 3.122 21.746 -1.603  -0.3094
O 12.088 20.962 -0.345  -0.3573
Cl 7.516 22.812 -5.878  -0.2282
H 13.460 18.655 -0.137  0.3049
C 6.891 27.692 -4.094  -0.3532
C 2.456 21.334 -0.407  -0.3674
H 8.236 22.289 0.386  0.1801
C 7.780 26.577 -4.617  0.0159
H 6.993 20.939 -2.724  -0.8212
H 13.794 21.489 -1.290  0.3311
H 7.978 23.051 -3.617  0.2420
C 14.010 19.540 -0.450  -1.2861
H 12.826 20.237 -2.149  0.3438
H 8.165 26.744 -5.620  0.3152
H 14.770 19.159 -1.145  0.3765
H 11.706 18.003 -1.942  0.2167
Cl 5.671 20.356 -4.546  -0.1889
O 4.816 23.190 -2.021  -0.5454
H 8.422 21.429 -1.126  -0.2617
H 8.007 20.517 -4.164  0.3455
C 13.200 20.580 -1.191  -0.2051
C 8.842 22.221 -0.510  0.0496
C 10.741 17.500 -1.920  -1.1571
C 10.986 21.370 -0.967  0.9153
H 9.741 19.319 -2.630  -0.1427

---

In Eh, the total energy values for the records above are, in order, -2158.0269; -286.4925; -742.0647; -7634.9796; -2072.1702; -2449.7696.